# 1
64
Properties=species:S:1:pos:R:3:forces:R:3 method="wB97M-V/def2-TZVPD" e_lumo_ev=0.1 smiles=ClCCCl.ClCCCl.ClCCCl.ClCCCl.ClCCCl.ClCCCl.ClCCCl.ClCCCl gap_ev=10.70 homo_energy_ev=-10.64 de_lowest_ev=2.345 fmax_ha_per_bohr=0.0374
Cl 5.0238 4.3335 3.4468 0.61 -0.92 0.13
C 3.3489 4.9082 3.5148 0.46 0.08 1.28
C 2.6743 4.7395 4.9304 0.07 0.04 -1.77
Cl 3.3997 5.7904 6.1691 -0.31 -0.09 -0.31
H 2.7832 4.4080 2.7287 -0.05 0.09 0.20
H 3.5982 5.9394 3.2644 -1.28 0.19 0.18
H 2.6339 3.7288 5.3364 0.58 -0.03 -0.33
H 1.6324 4.9610 4.6990 -0.10 0.63 0.60
Cl -3.2450 -5.8500 5.8374 0.37 -1.66 -0.90
C -2.9406 -7.4907 4.9239 0.83 0.87 0.13
C -1.4347 -7.5650 4.4881 -0.67 0.31 1.01
Cl -0.9727 -9.2483 4.0489 -0.34 0.48 -0.23
H -3.6389 -7.4952 4.0870 0.24 0.14 0.04
H -3.1997 -8.3105 5.5939 0.14 0.32 0.14
H -0.7789 -7.3250 5.3250 -0.32 -0.02 0.13
H -1.1789 -6.8359 3.7193 -0.25 -0.44 -0.32
Cl -0.6140 -6.3295 -2.3794 -0.27 -0.51 0.11
C -2.1126 -7.1481 -2.9972 0.53 0.88 -0.07
C -3.1482 -6.0696 -3.2858 -0.16 -1.37 -0.91
Cl -3.6732 -5.1963 -1.8601 0.01 0.30 0.20
H -2.4804 -7.9053 -2.3047 0.24 0.27 0.19
H -1.7803 -7.6312 -3.9160 -0.29 0.04 -0.01
H -4.0138 -6.6061 -3.6744 -0.21 0.09 0.05
H -2.8232 -5.4242 -4.1018 0.15 0.32 0.46
Cl -5.9093 2.5358 5.3353 -0.22 0.59 -0.67
C -6.1939 1.2235 6.4646 -0.27 -0.83 0.20
C -7.4779 0.4042 6.1752 1.02 0.78 0.17
Cl -8.9219 1.3836 6.4502 -0.36 0.23 -0.12
H -6.1803 1.6977 7.4459 -0.11 -0.44 0.04
H -5.3293 0.5788 6.3066 -0.11 -0.17 0.44
H -7.5806 -0.4401 6.8569 0.35 -0.02 -0.20
H -7.4257 0.0966 5.1307 -0.30 -0.14 0.14
Cl 0.6349 2.8857 -8.1333 -0.45 0.80 -0.08
C 1.5616 1.3980 -8.0388 0.10 0.02 0.72
C 0.7985 0.3587 -7.1708 1.48 -0.04 -1.13
Cl -0.6992 -0.1857 -7.9729 0.17 0.14 0.37
H 2.5103 1.6752 -7.5791 -0.09 -0.21 0.44
H 1.8518 1.1744 -9.0654 -0.59 -0.80 0.12
H 0.6466 0.7045 -6.1483 -0.46 0.31 -0.33
H 1.4648 -0.4994 -7.0819 -0.18 -0.22 -0.10
Cl -1.6654 5.4464 -1.9643 0.51 0.37 -0.02
C -3.2932 5.2209 -1.3539 -1.18 -0.95 -0.62
C -4.1790 4.5658 -2.4407 -0.36 0.74 0.90
Cl -3.8654 2.8247 -2.4434 0.04 -0.22 -0.50
H -3.7677 6.1381 -1.0054 0.43 0.15 -0.11
H -3.2394 4.4911 -0.5461 0.02 0.34 0.15
H -4.1078 5.0308 -3.4239 0.54 -0.33 0.00
H -5.2250 4.6939 -2.1623 0.00 -0.12 0.21
Cl 0.2403 -0.5512 2.6260 0.04 -0.31 -0.43
C 1.0056 -0.8648 1.0102 0.13 0.69 0.31
C 2.5187 -0.8419 1.2159 0.69 -0.08 0.51
Cl 3.4392 -0.3179 -0.2039 -0.03 -0.06 -0.86
H 0.6851 -0.0443 0.3683 0.17 0.01 0.11
H 0.5878 -1.7769 0.5841 0.31 -0.08 0.30
H 2.9677 -1.7852 1.5265 -0.47 -0.19 -0.15
H 2.8855 -0.1290 1.9543 -0.84 0.04 0.20
Cl 11.2430 3.1719 -3.1226 -0.59 0.33 -0.05
C 9.5176 3.7645 -3.1928 0.06 -0.89 0.14
C 8.7381 2.9643 -4.2364 0.96 -0.02 -0.43
Cl 9.5519 3.2199 -5.8469 -0.64 -0.21 0.36
H 9.5382 4.8419 -3.3569 -0.06 -0.24 0.00
H 9.1394 3.4835 -2.2099 -0.17 0.44 -0.01
H 7.6764 3.1794 -4.3577 0.21 0.55 0.18
H 8.7987 1.9050 -3.9871 0.23 0.03 -0.18

# 2
48
Properties=species:S:1:pos:R:3:forces:R:3 method="wB97M-V/def2-TZVPD" e_lumo_ev=0.7 smiles=Fc1ccccc1.Fc1ccccc1.Fc1ccccc1.Fc1ccccc1 gap_ev=9.59 homo_energy_ev=-8.85 de_lowest_ev=4.883 fmax_ha_per_bohr=0.1802
F -1.0339 7.7259 -1.0234 -0.13 -0.39 -0.24
C -1.0509 6.3879 -0.9584 -1.78 -3.37 -1.32
C -1.2519 5.5269 -2.1674 1.09 2.50 3.62
C -1.1389 4.1779 -2.0594 0.85 -3.46 0.61
C -0.9049 3.5319 -0.8094 -0.48 5.02 1.28
C -0.9349 4.3919 0.4076 -0.30 -2.10 -5.10
C -1.1339 5.7469 0.2996 0.75 1.10 -1.14
H -1.4099 5.9419 -3.1014 -0.13 1.12 -1.62
H -1.1019 3.4519 -2.9544 -0.38 1.66 1.18
H -0.6439 2.5279 -0.7874 0.16 -1.70 0.34
H -0.8029 3.9099 1.3036 0.10 -0.82 2.18
H -1.2699 6.3279 1.1916 0.25 0.39 0.23
F 1.0511 -0.4691 2.7826 0.31 -0.37 -0.06
C -0.2779 -0.5271 2.9626 -0.83 0.55 0.36
C -0.7859 -0.0271 4.1806 -1.77 -0.95 -1.54
C -2.1559 0.0479 4.3006 -0.49 -1.50 -5.47
C -2.9489 -0.2691 3.1536 -0.53 -0.46 -0.93
C -2.4769 -0.7841 1.8996 3.63 1.27 5.48
C -1.0699 -0.9551 1.8726 0.79 0.43 -0.60
H -0.4119 0.3449 5.0716 2.44 0.40 1.02
H -2.6669 0.4849 5.0576 -1.04 1.07 2.62
H -4.0309 -0.1031 3.1586 0.30 0.00 0.46
H -3.1269 -1.0341 1.1716 -1.80 -0.73 -2.48
H -0.4699 -1.2771 0.9686 -0.99 0.30 1.13
F 1.7791 -0.4481 -0.3884 -0.14 0.28 -0.35
C 2.3871 -0.2201 -1.5624 2.85 0.28 -2.33
C 3.4661 -1.0751 -1.9584 0.89 -0.30 -0.86
C 4.1761 -0.9571 -3.2304 -3.28 0.13 0.68
C 3.6891 0.1339 -4.1064 -0.30 -1.80 3.24
C 2.7081 1.0689 -3.7074 1.82 -5.16 5.11
C 2.1311 0.9009 -2.3894 -0.05 -1.70 -0.49
H 3.8191 -1.9101 -1.3124 -0.69 0.72 -0.31
H 4.7511 -1.9491 -3.5444 -0.88 2.88 0.42
H 3.9971 0.0519 -5.0754 1.03 0.45 -2.52
H 2.4591 1.9289 -4.1214 -1.03 3.42 -2.74
H 1.3011 1.5009 -2.0924 -0.26 0.79 0.17
F -2.1439 -3.2681 -1.0494 1.19 -0.36 0.88
C -1.2589 -3.9161 -0.1974 0.70 -0.43 -0.49
C -1.7759 -4.8101 0.6886 9.26 -0.36 0.23
C -0.8319 -5.5661 1.5066 0.78 1.46 0.49
C 0.5651 -5.2451 1.5636 -2.33 2.28 -2.76
C 0.9661 -4.2031 0.6176 1.48 -2.39 1.67
C 0.1451 -3.6891 -0.2944 -3.85 2.13 -1.51
H -2.7109 -4.8241 0.7306 -7.92 -1.00 0.78
H -1.2449 -6.2491 2.2406 0.03 -0.12 -0.16
H 1.3531 -5.5551 2.2196 -0.33 -0.77 0.43
H 2.0081 -3.9141 0.5366 0.05 -0.04 0.36
H 0.3111 -2.8671 -0.9934 0.97 -0.37 0.08

# 3
24
Properties=species:S:1:pos:R:3:forces:R:3 method="wB97M-V/def2-TZVPD" e_lumo_ev=-3.9 smiles=[NH3+]CCCCCCO gap_ev=9.17 homo_energy_ev=-13.04 charge=+1 de_lowest_ev=3.226 fmax_ha_per_bohr=0.0944
N -0.1694 3.1666 0.6216 -0.02 3.22 -1.50
C -0.4792 2.1468 -0.4165 -1.20 1.31 -2.42
C -0.9957 0.8304 0.0286 -0.12 -0.37 -1.71
C -0.6979 -0.1880 -1.1908 2.04 1.05 2.68
C -0.6580 -1.5368 -0.4563 -0.65 -2.39 -3.31
C 0.6556 -2.3160 -0.4048 1.67 -1.07 4.43
C 1.8105 -1.9044 0.7196 -1.17 -0.25 -0.32
O 1.2440 -1.3123 1.8912 -0.27 -0.28 0.00
H -0.8106 3.3037 1.3772 -1.02 -0.46 0.60
H -0.1128 4.1842 0.1870 0.31 -2.58 0.92
H 0.6985 2.9188 1.0322 1.32 0.03 0.66
H 0.4577 1.9159 -0.9405 -0.16 0.90 0.05
H -1.2645 2.6793 -1.1535 1.96 -1.37 1.49
H -2.0482 0.9728 0.1934 -0.72 -0.54 0.02
H -0.6042 0.3753 0.9267 0.69 0.43 0.23
H 0.2298 0.0893 -1.8703 -1.35 -0.67 1.95
H -1.4596 -0.1792 -1.8840 -1.98 0.13 -1.29
H -1.3037 -2.1988 -1.1274 0.84 0.45 0.64
H -1.2848 -1.6768 0.4482 0.74 0.87 -0.05
H 0.3690 -3.3023 0.0261 0.02 0.33 -0.58
H 1.3060 -2.5551 -1.2169 -0.45 0.33 -1.43
H 2.3758 -1.0542 0.3905 1.12 -0.28 -0.94
H 2.4119 -2.8269 1.0363 -0.65 1.36 -0.88
H 0.3295 -1.5323 1.7823 -0.98 -0.13 0.74

# 4
72
Properties=species:S:1:pos:R:3:forces:R:3 method="wB97M-V/def2-TZVPD" e_lumo_ev="-4.5 / -5.8" gap_ev="6.34 / 5.06" homo_energy_ev="-10.86 / -10.87" charge=+1 de_lowest_ev=2.338 fmax_ha_per_bohr=0.0150 multiplicity=6
Mn 0.1058 -1.3009 -0.9132 0.39 0.11 0.16
C -1.5983 1.9349 -3.3905 0.04 0.08 -0.04
C -1.0941 0.5800 -2.9962 0.11 -0.04 -0.28
N -0.7248 0.3659 -1.7666 -0.08 0.19 0.27
N -0.8343 1.4640 -0.8692 -0.56 -0.21 0.48
C -1.9474 1.4279 -0.2269 0.32 -0.06 -0.32
S -3.2942 0.3535 -0.4997 0.18 0.03 0.07
S -2.4245 2.4992 1.0639 0.11 0.04 -0.01
C -1.5371 4.0649 0.7024 -0.12 0.06 0.03
C -0.2248 4.1861 1.4134 0.01 0.00 0.02
C -0.1829 4.7187 2.6968 0.02 -0.12 0.06
C 1.0208 4.8236 3.3764 0.00 -0.01 -0.03
C 2.1969 4.4112 2.7681 -0.03 -0.02 -0.01
C 2.1624 3.8993 1.4784 0.06 0.01 0.01
C 0.9583 3.7865 0.8046 -0.03 0.03 -0.11
C -1.0456 -0.4710 -3.9958 -0.01 -0.11 -0.12
C -1.6015 -0.2490 -5.2720 0.06 -0.22 -0.04
C -1.6131 -1.2368 -6.2289 -0.01 0.10 0.11
C -1.0657 -2.4872 -5.9421 0.05 -0.06 0.05
C -0.5137 -2.7519 -4.7080 -0.15 0.40 -0.03
C -0.5095 -1.7456 -3.7362 0.08 -0.07 -0.08
O 0.0229 -2.0839 -2.5556 -0.10 -0.13 0.03
H -1.2357 2.7033 -2.7139 0.00 -0.06 -0.01
H -2.6891 1.9308 -3.3522 -0.05 0.03 -0.01
H -1.2938 2.1833 -4.4030 -0.01 -0.02 0.02
H -2.2337 4.8220 1.0598 -0.02 0.04 -0.05
H -1.4425 4.1707 -0.3752 -0.01 -0.09 -0.05
H -1.0961 5.0529 3.1705 -0.08 0.03 0.03
H 1.0417 5.2414 4.3718 0.00 0.04 0.07
H 3.1382 4.5067 3.2880 0.08 0.01 0.04
H 3.0814 3.6028 0.9925 0.06 -0.01 -0.03
H 0.9266 3.3968 -0.2056 0.01 -0.03 0.01
H -2.0491 0.7003 -5.5077 -0.06 0.11 -0.04
H -2.0556 -1.0461 -7.1933 -0.04 0.03 -0.09
H -1.0812 -3.2669 -6.6898 -0.01 -0.05 -0.06
H -0.1064 -3.7180 -4.4447 0.07 -0.13 0.04
N -2.8052 -1.6103 9.2798 -0.13 -0.05 0.33
C -2.3678 -1.4145 8.2397 0.07 0.02 -0.19
C -1.8243 -1.1704 6.9348 -0.01 0.02 -0.06
C -2.6403 -1.2976 5.8142 0.10 0.03 -0.05
C -2.1236 -1.0460 4.5554 0.07 0.05 0.14
C -0.7889 -0.6876 4.4336 -0.01 -0.03 0.09
C 0.0353 -0.5631 5.5434 -0.14 -0.08 -0.01
C -0.4899 -0.7996 6.8010 0.01 0.01 -0.10
N -0.2490 -0.4323 3.1393 -0.04 -0.10 -0.23
C 0.6339 0.5683 2.8070 0.05 0.09 -0.18
C 0.8482 0.4621 1.4735 0.05 0.05 0.12
N 0.1074 -0.5866 0.9821 -0.18 -0.18 0.09
C -0.5336 -1.1079 2.0139 -0.15 -0.11 0.07
H -3.6764 -1.5732 5.9320 -0.08 -0.03 0.02
H -2.7637 -1.0991 3.6877 -0.03 0.00 -0.09
H 1.0780 -0.3085 5.4294 0.07 0.02 -0.03
H 0.1342 -0.7106 7.6768 0.03 0.00 0.06
H 0.9902 1.2783 3.5261 0.06 0.13 0.08
H 1.4518 1.0773 0.8416 0.12 0.13 -0.12
H -1.1726 -1.9755 1.9884 0.00 0.04 -0.01
S 1.7917 -2.7732 -0.2902 -0.08 0.36 -0.03
C 2.8212 -2.4297 -1.6855 -0.08 -0.14 -0.07
N 2.7577 -3.2382 -2.7486 -0.01 0.28 -0.02
C 3.5183 -3.0584 -3.8234 0.13 0.12 -0.04
C 4.4186 -2.0117 -3.8977 -0.10 -0.06 0.11
C 4.5082 -1.1514 -2.8106 -0.03 -0.16 -0.11
C 3.7108 -1.3628 -1.6978 0.02 0.01 0.05
H 2.0084 -4.1332 -2.8288 0.00 -0.24 0.26
H 3.3709 -3.7866 -4.6102 0.02 -0.01 -0.04
H 5.0311 -1.8856 -4.7759 0.03 0.02 -0.04
H 5.2045 -0.3272 -2.8242 0.07 0.08 -0.01
H 3.7802 -0.7266 -0.8276 -0.01 0.01 0.02
Cl 1.1323 -5.5020 -3.0532 -0.09 -0.03 -0.14
Ge -1.8804 -3.1461 -0.9896 0.05 -0.08 0.02
Cl -3.4461 -2.6902 -2.4120 0.00 0.01 -0.01
Cl -1.7313 -5.2496 -1.0244 -0.09 -0.05 0.01